No. 1
11
Properties=species:S:1:pos:R:3:forces:R:3:mulliken_charge:R:1 method="wB97M-V/def2-TZVPD" smiles=CNCC#N e_lumo_ev=0.907 e_homo_ev=-9.464 homo_lumo_gap_ha=0.38113
C -1.255 0.198 -0.640 -0.15 -0.02 0.06 -0.780
N -0.196 0.770 0.214 0.04 0.33 0.33 -0.360
C 0.712 -0.084 0.989 -0.29 0.15 -0.32 -0.456
C 1.474 -0.875 0.017 0.76 -0.85 -0.88 0.352
N 1.976 -1.384 -0.893 -0.35 0.34 0.90 -0.405
H -1.126 0.449 -1.701 0.22 0.02 0.27 0.289
H -2.212 0.627 -0.334 -0.02 -0.13 0.00 0.291
H -1.355 -0.892 -0.610 0.31 0.12 0.28 0.266
H 0.368 1.399 -0.345 -0.06 -0.05 0.19 0.273
H 1.407 0.527 1.590 -0.33 -0.08 -0.39 0.263
H 0.205 -0.736 1.714 -0.12 0.18 -0.42 0.267


No. 2
19
Properties=species:S:1:pos:R:3:forces:R:3:mulliken_charge:R:1 method="wB97M-V/def2-TZVPD" smiles="COP(S)c1cn[nH]n1.C=O" e_lumo_ev=0.699 e_homo_ev=-8.516 homo_lumo_gap_ha=0.33866
C 0.824 -0.878 -2.337 0.16 -2.20 1.50 -0.117
C 0.675 -1.113 -0.921 0.10 0.33 -2.98 0.538
C -0.188 2.652 -0.351 2.17 -0.71 4.05 -0.698
C -0.569 -0.074 3.591 0.72 -3.27 1.79 -0.109
N 1.206 -2.017 -2.856 0.43 -0.63 -0.74 -0.561
N 0.995 -2.338 -0.661 0.65 -2.35 0.04 -0.558
N 1.281 -2.902 -1.858 -0.83 3.09 0.44 0.119
O 0.296 1.344 -0.647 0.84 0.26 -2.06 -0.279
O -1.003 0.783 2.928 -1.88 2.57 -0.38 -0.286
P 0.109 0.001 0.265 -1.00 2.02 2.06 0.025
S -2.018 -0.301 -0.014 -0.26 0.38 0.00 -0.290
H 0.680 -0.045 -2.946 -0.26 1.21 -0.55 0.556
H -1.166 2.823 -0.674 -1.34 0.29 -1.15 0.340
H 0.549 3.501 -0.516 -0.85 -1.45 -0.43 0.255
H -0.256 2.538 0.772 -0.27 1.19 -0.65 0.268
H 0.288 -0.607 3.117 0.10 -0.39 0.88 0.210
H -1.034 -0.520 4.632 0.91 1.27 -2.08 0.208
H -2.409 0.921 0.494 0.45 -0.86 -0.08 0.142
H 1.740 -3.766 -2.017 0.18 -0.74 0.33 0.238


No. 3
71
Properties=species:S:1:pos:R:3:forces:R:3:mulliken_charge:R:1 method="wB97M-V/def2-TZVPD" charge=+1 e_lumo_ev=-3.034 e_homo_ev=-10.090 homo_lumo_gap_ha=0.25931
Pb 0.806 -1.187 -1.738 0.29 0.20 -0.05 0.741
C -3.676 1.419 -2.884 -0.34 0.00 0.02 -1.860
C -3.001 0.194 -2.399 0.08 -0.04 -0.31 0.516
N -3.358 -1.017 -2.675 -0.22 0.50 0.17 0.331
C -4.477 -1.333 -3.573 -0.08 -0.14 -0.17 -0.799
C -3.991 -1.664 -4.977 0.09 0.02 0.07 -1.014
C -2.512 -2.133 -2.258 -0.05 -0.15 -0.11 -0.754
C -2.042 -2.092 -0.817 -0.02 -0.40 0.35 -0.628
N -1.125 -1.004 -0.563 0.06 0.30 0.34 0.264
C -1.159 -0.451 0.715 0.29 0.01 -0.33 0.335
C -1.098 0.936 0.875 -0.09 0.04 -0.01 -0.151
F -1.092 1.725 -0.217 -0.03 -0.03 -0.05 -0.379
C -1.046 1.533 2.118 0.06 0.06 -0.01 0.165
F -1.003 2.870 2.186 0.03 -0.05 0.01 -0.386
C -1.031 0.781 3.273 0.01 -0.10 0.08 -0.498
C -1.080 -0.595 3.140 -0.01 0.10 -0.01 0.212
F -1.009 -1.372 4.225 -0.04 -0.02 0.03 -0.414
C -1.155 -1.194 1.897 0.05 -0.05 0.09 0.558
F -1.126 -2.537 1.820 -0.09 -0.03 0.00 -0.477
H -3.013 2.268 -2.743 -0.03 -0.03 -0.06 0.331
H -4.581 1.614 -2.299 -0.01 -0.09 -0.01 0.419
H -3.957 1.335 -3.934 0.02 0.10 0.04 0.410
H -2.158 0.282 -1.728 -0.01 -0.06 0.09 0.587
H -0.893 1.879 -3.186 0.14 -0.02 0.03 0.049
H -5.169 -0.494 -3.585 0.06 0.00 0.06 0.481
H -5.000 -2.182 -3.132 -0.02 0.02 0.01 0.421
H -3.441 -0.827 -5.406 -0.01 0.03 -0.02 0.275
H -4.844 -1.891 -5.614 0.00 0.00 -0.01 0.409
H -3.328 -2.529 -4.973 -0.03 -0.02 -0.01 0.325
H -1.660 -2.150 -2.949 -0.01 -0.02 -0.03 0.144
H -3.082 -3.049 -2.406 -0.02 0.00 -0.07 0.530
H -1.611 -3.088 -0.626 -0.03 0.03 0.02 0.225
H -2.908 -2.022 -0.150 -0.05 0.01 -0.09 0.478
H -0.980 1.252 4.244 -0.01 -0.03 0.01 0.542
S 0.755 -5.166 3.018 0.03 0.03 -0.06 -0.022
C 1.322 -6.241 4.215 0.04 -0.01 0.02 -0.459
C 2.374 -5.721 4.907 -0.05 -0.05 0.02 -0.586
C 2.726 -4.426 4.456 0.13 0.05 -0.01 -0.532
C 1.948 -3.991 3.421 -0.07 0.12 -0.03 0.025
C 2.028 -2.697 2.734 -0.02 -0.05 0.05 0.890
C 1.725 -2.575 1.364 -0.03 0.05 -0.15 -0.955
N 1.750 -1.436 0.708 0.03 -0.21 0.14 -0.332
C 2.096 -0.310 1.358 -0.03 -0.06 0.00 -0.625
C 2.439 -0.315 2.716 -0.07 -0.04 -0.08 1.658
C 2.781 0.921 3.357 0.03 -0.01 0.06 -1.037
C 2.784 2.077 2.664 0.01 0.10 -0.03 -0.980
C 2.451 2.110 1.266 -0.02 0.02 -0.12 1.706
C 2.452 3.298 0.516 -0.01 -0.07 0.00 -0.930
C 2.160 3.266 -0.831 0.04 0.04 0.16 0.428
C 1.814 2.020 -1.383 0.05 0.15 -0.27 -0.705
N 1.749 0.900 -0.698 0.03 -0.10 0.14 -0.158
C 2.096 0.923 0.615 -0.05 -0.02 -0.02 -0.675
C 2.200 4.467 -1.668 -0.03 -0.01 -0.08 0.035
C 3.015 5.554 -1.525 0.02 -0.07 0.09 -0.512
C 2.799 6.542 -2.516 -0.02 0.05 -0.05 -0.591
C 1.824 6.187 -3.398 0.03 0.00 0.05 -0.464
S 1.164 4.656 -3.034 0.01 -0.01 0.03 -0.003
C 2.388 -1.543 3.395 0.01 0.09 0.06 -0.973
H 0.848 -7.199 4.350 0.00 0.01 0.00 0.434
H 2.880 -6.243 5.706 -0.01 0.00 -0.01 0.411
H 3.547 -3.848 4.858 -0.01 -0.02 0.00 0.465
H 1.438 -3.456 0.796 0.03 0.00 0.02 0.502
H 3.040 0.901 4.408 0.00 0.03 0.00 0.463
H 3.044 3.013 3.143 0.00 -0.02 0.03 0.469
H 2.680 4.241 1.000 0.01 -0.02 0.02 0.512
H 1.592 1.957 -2.445 -0.06 -0.05 0.10 0.769
H 3.767 5.625 -0.751 -0.01 0.03 -0.01 0.441
H 3.346 7.471 -2.573 0.00 -0.01 -0.01 0.400
H 1.461 6.749 -4.243 -0.01 -0.01 0.00 0.429
H 2.607 -1.575 4.457 -0.01 0.01 -0.02 0.520
Te -0.289 0.586 -4.021 0.01 -0.09 -0.11 -0.405


No. 4
15
Properties=species:S:1:pos:R:3:forces:R:3:mulliken_charge:R:1 method="wB97M-V/def2-TZVPD" smiles="C[C@@H](O)[C@@H](O)C=O" e_lumo_ev=0.911 e_homo_ev=-9.986 homo_lumo_gap_ha=0.40044
C 1.556 1.052 -0.176 0.35 0.03 0.33 -1.493
C 0.181 0.581 -0.490 -0.38 -0.20 -0.58 0.426
O 0.285 -0.607 -1.278 -2.04 -0.74 -2.28 -0.603
C -0.668 0.084 0.671 0.49 0.70 0.30 -0.290
O -2.019 0.274 0.474 -1.00 0.73 -0.33 -0.591
C -0.395 -1.378 0.581 -1.35 -1.13 1.18 0.151
O -1.277 -2.060 0.104 -0.11 -1.02 0.24 -0.587
H 2.143 1.329 -1.043 -0.18 0.00 -0.34 0.367
H 1.492 1.909 0.471 0.02 0.47 0.33 0.389
H 2.113 0.292 0.342 0.29 -0.43 0.33 0.329
H -0.352 1.333 -1.048 -0.36 0.43 -0.12 0.308
H -0.691 -0.916 -1.521 3.09 1.02 0.52 0.390
H -0.393 0.500 1.623 0.31 0.25 0.58 0.423
H -2.389 -0.580 0.195 0.05 -0.01 0.04 0.395
H 0.417 -1.838 1.127 0.83 -0.09 -0.18 0.386


No. 5
8
Properties=species:S:1:pos:R:3:forces:R:3:mulliken_charge:R:1 method="wB97M-V/def2-TZVPD" charge=-1 e_lumo_ev=4.864 e_homo_ev=-3.683 homo_lumo_gap_ha=0.31411
O 0.258 0.036 -1.487 -0.11 0.27 0.17 -1.083
H 1.217 0.116 -1.488 -0.02 -0.06 -0.01 0.178
O -0.357 1.396 1.262 0.38 0.06 0.40 -0.690
H -0.965 2.041 0.907 -0.09 0.05 -0.34 0.279
H -0.011 0.903 0.491 -0.32 -0.07 -0.27 0.409
O -0.391 -1.569 0.368 -0.06 -0.08 -0.40 -0.756
H -0.228 -0.948 -0.466 0.15 0.01 0.29 0.426
H 0.478 -1.974 0.413 0.07 -0.18 0.16 0.237


No. 6
23
Properties=species:S:1:pos:R:3:forces:R:3:mulliken_charge:R:1 method="wB97M-V/def2-TZVPD" e_lumo_ev=0.684 e_homo_ev=-8.020 homo_lumo_gap_ha=0.31986
C -0.585 -0.714 0.629 -1.06 -3.62 0.55 -0.321
C 0.693 1.086 -0.104 0.54 1.28 0.14 0.391
C 0.158 -1.954 -1.267 2.46 0.37 2.45 -0.782
C 1.272 -0.068 2.064 1.43 -0.26 -1.09 -1.037
C -0.296 1.453 -0.915 -2.22 -0.26 -1.44 -0.674
N -0.747 -1.711 -0.189 0.01 3.15 0.75 -0.391
N 0.576 0.071 0.815 -0.86 1.51 -1.97 0.385
P -2.255 -0.600 1.504 0.91 0.41 1.18 0.064
P 2.384 1.917 -0.402 -0.24 -0.78 1.40 -0.098
P -1.940 0.530 -1.282 -0.40 1.23 -1.60 -0.141
H -0.332 -2.079 -2.173 -1.01 0.08 -1.67 0.350
H 0.421 -2.926 -0.904 1.26 -1.07 -0.75 0.382
H 1.067 -1.260 -1.320 -1.20 -0.94 -0.07 0.199
H 2.082 0.638 2.382 -0.91 -0.43 -0.97 0.313
H 1.611 -1.050 1.874 1.55 -1.20 1.10 0.404
H 0.553 -0.160 2.792 -1.57 0.15 2.17 0.315
H -0.200 2.175 -1.722 0.71 0.03 0.42 0.364
H -1.763 -0.445 2.833 -0.06 0.40 0.07 -0.023
H -2.333 -1.968 1.791 -0.08 -0.28 -0.31 0.057
H 2.101 1.841 -1.724 0.23 0.06 -1.44 0.036
H 1.983 3.255 -0.330 -0.24 0.24 0.18 0.058
H -1.588 0.375 -2.684 -0.10 -0.01 0.55 0.051
H -2.860 1.596 -1.669 0.86 -0.04 0.35 0.099


No. 7
14
Properties=species:S:1:pos:R:3:forces:R:3:mulliken_charge:R:1 method="wB97M-V/def2-TZVPD" charge=+1 e_lumo_ev="-6.828 / -7.716" e_homo_ev="-14.912 / -14.595" homo_lumo_gap_ha="0.29710 / 0.25281"
C -0.036 0.701 2.127 -0.07 1.05 0.09 -0.294
C -0.276 1.832 1.270 0.66 -0.28 1.20 -0.424
C 0.153 -0.446 1.379 0.42 -0.39 0.17 -0.466
C 0.007 -1.056 -1.069 -0.16 -0.51 -0.57 -0.465
C -0.355 1.115 0.165 -1.30 -0.08 -2.19 0.433
C 0.228 -0.404 -2.429 0.02 -0.83 0.16 0.091
N 0.013 -0.146 0.045 0.79 0.26 0.28 0.157
O 0.259 0.763 -2.649 -0.09 0.71 0.69 -0.385
H -0.047 0.795 3.198 -0.17 -0.19 0.16 0.424
H -0.460 2.853 1.522 0.08 0.29 0.00 0.440
H 0.336 -1.449 1.709 -0.22 -0.31 0.04 0.423
H 0.795 -1.804 -0.923 -0.13 0.13 0.06 0.374
H 0.339 -1.169 -3.214 -0.01 0.10 -0.16 0.354
H -0.956 -1.584 -1.132 0.18 0.04 0.05 0.340


No. 8
58
Properties=species:S:1:pos:R:3:forces:R:3:mulliken_spin:R:1 method="wB97M-V/def2-TZVPD" charge=-1 s2=6.007 multiplicity=5 e_lumo_ev="2.372 / 0.472" e_homo_ev="0.485 / -5.836" homo_lumo_gap_ha="0.06936 / 0.23181"
Ir -1.434 0.167 0.814 0.31 -0.42 -0.09 1.391
Cl 0.334 0.688 -0.574 1.09 0.65 -1.09 0.262
Cl -1.547 2.286 1.833 0.11 0.58 0.13 0.120
H -0.905 -1.319 0.901 0.62 -0.84 0.70 0.189
H -2.665 -0.644 0.135 -0.99 0.11 -1.20 0.298
P 2.547 0.117 -1.962 1.62 -0.21 -1.36 -0.079
C 2.128 -0.428 -3.689 -0.77 -0.03 0.47 0.064
C 3.594 1.618 -2.297 -0.44 0.31 0.58 0.005
C 3.806 -1.173 -1.514 -0.63 -0.22 0.84 0.145
C 0.739 0.063 -4.117 -0.05 -0.37 -0.18 0.319
H 2.106 -1.532 -3.584 -0.05 0.41 -0.16 -0.147
C 3.169 -0.026 -4.732 0.22 -0.16 -0.03 0.992
H 3.200 1.056 -4.872 -0.15 -0.17 -0.22 0.399
H 2.904 -0.516 -5.674 0.01 0.14 -0.01 -0.652
H 4.180 -0.335 -4.470 -0.26 0.09 -0.33 -0.245
H -0.019 -0.126 -3.355 0.03 0.07 -0.04 0.128
H 0.456 -0.486 -5.026 -0.03 0.20 0.07 -0.222
H 0.749 1.133 -4.349 -0.02 -0.17 0.07 -0.015
H 3.304 -2.117 -1.814 0.24 0.35 0.23 -0.023
C 4.042 -1.202 0.010 0.00 -0.27 -0.20 0.430
C 5.120 -1.050 -2.282 0.02 -0.10 -0.10 1.009
H 4.988 -1.289 -3.335 0.27 -0.18 0.22 0.043
H 5.836 -1.767 -1.866 -0.04 0.08 -0.03 -0.894
H 5.545 -0.045 -2.219 0.16 -0.29 0.02 0.416
H 3.099 -1.245 0.557 0.01 0.02 0.02 0.172
H 4.595 -0.320 0.347 -0.09 -0.25 -0.04 -0.035
H 4.620 -2.106 0.254 -0.04 0.26 0.02 -0.270
C 2.757 2.775 -2.837 -0.19 0.61 -0.13 -0.039
H 4.283 1.272 -3.075 -0.01 0.13 0.06 0.200
C 4.404 2.038 -1.074 0.25 0.40 0.41 -0.094
H 2.418 2.611 -3.869 0.13 0.01 0.27 0.148
H 3.371 3.696 -2.836 -0.27 -0.42 -0.07 -0.194
H 1.857 2.980 -2.238 0.29 -0.13 0.02 0.040
H 3.787 2.160 -0.171 0.00 0.01 -0.28 0.093
H 4.882 3.014 -1.282 -0.13 -0.45 0.10 -0.253
H 5.200 1.325 -0.822 -0.21 0.26 -0.15 0.224
C -6.030 -0.870 3.090 0.68 0.15 0.35 0.004
N -5.008 -1.901 3.390 -0.20 0.04 0.36 0.000
C -4.390 -1.618 4.710 -0.44 0.99 -0.73 -0.001
N -3.864 -0.240 4.789 -0.42 -0.02 0.77 0.006
C -4.898 0.756 4.416 0.13 -0.92 -0.34 -0.001
N -5.470 0.485 3.085 -0.65 0.28 0.26 0.004
C -4.544 0.719 1.978 0.67 -0.64 0.44 -0.047
P -3.025 -0.384 2.149 -1.62 0.37 2.00 0.123
C -4.024 -1.977 2.317 0.67 0.14 -0.62 -0.019
C -2.661 -0.076 3.996 -0.50 -0.02 -1.09 0.018
H -6.782 -0.895 3.897 0.14 -0.16 -0.39 0.000
H -6.492 -1.094 2.111 0.16 0.10 0.43 -0.001
H -3.576 -2.330 4.890 -0.19 0.15 0.00 0.000
H -5.172 -1.724 5.476 0.20 -0.08 -0.17 0.000
H -4.469 1.772 4.452 -0.13 -0.45 -0.04 0.000
H -5.729 0.663 5.134 0.31 0.16 -0.10 0.001
H -5.028 0.457 1.029 0.10 0.20 0.12 -0.004
H -4.190 1.754 1.963 -0.21 -0.13 -0.07 -0.019
H -3.329 -2.817 2.475 -0.32 0.15 -0.07 0.000
H -4.570 -2.118 1.363 0.43 -0.09 0.35 0.016
H -2.307 0.963 4.079 0.17 -0.47 -0.04 -0.008
H -1.895 -0.798 4.297 0.03 0.24 0.06 0.006